Record 1
C68H167N5O29 | ωB97M-V with the def2-TZVPD basis set

Structure (XYZ):
```
269
C68H167N5O29 | the OMol25 dataset | ωB97M-V with the def2-TZVPD basis set
C 12.966 -11.821 2.142
O 12.373 -12.706 1.131
C 13.163 -13.806 0.728
C 12.321 -14.759 -0.075
O 12.992 -15.970 -0.247
C 12.342 -16.890 -1.202
C 11.028 -17.403 -0.642
O 9.902 -16.567 -0.757
C 8.688 -17.218 -0.282
H 12.291 -10.990 2.348
H 13.891 -11.485 1.673
H 13.297 -12.285 3.071
H 13.503 -14.292 1.642
H 14.030 -13.563 0.113
H 12.095 -14.287 -1.031
H 11.464 -14.913 0.580
H 13.015 -17.747 -1.243
H 12.225 -16.353 -2.143
H 11.121 -17.744 0.389
H 10.732 -18.314 -1.163
H 8.889 -17.648 0.699
H 8.188 -17.948 -0.918
H 7.986 -16.394 -0.154
C 17.584 -26.199 -1.535
O 17.952 -24.859 -1.635
C 19.108 -24.475 -0.907
C 19.394 -23.040 -1.188
O 18.492 -22.220 -0.509
C 18.490 -20.860 -0.946
C 19.669 -20.116 -0.301
O 20.787 -20.226 -1.152
C 22.046 -19.943 -0.499
H 18.469 -26.835 -1.546
H 16.908 -26.296 -2.385
H 17.088 -26.362 -0.579
H 19.905 -25.117 -1.283
H 18.875 -24.508 0.158
H 19.380 -22.914 -2.270
H 20.403 -22.891 -0.803
H 17.532 -20.475 -0.598
H 18.446 -20.667 -2.017
H 19.972 -20.595 0.629
H 19.421 -19.057 -0.234
H 22.180 -18.862 -0.488
H 22.809 -20.369 -1.150
H 22.242 -20.393 0.475
C 8.337 -27.024 6.274
O 8.777 -25.681 6.278
C 8.027 -24.781 7.126
C 8.815 -23.405 7.352
O 8.922 -22.610 6.187
C 9.729 -21.444 6.343
C 11.257 -21.751 6.084
O 11.273 -22.178 4.765
C 11.884 -23.502 4.623
H 8.782 -27.658 5.507
H 7.281 -27.240 6.116
H 8.567 -27.444 7.253
H 7.889 -25.197 8.123
H 7.058 -24.543 6.687
H 9.842 -23.702 7.563
H 8.295 -22.891 8.161
H 9.522 -21.005 7.319
H 9.327 -20.686 5.670
H 11.713 -22.379 6.850
H 11.799 -20.810 6.180
H 12.729 -23.836 5.226
H 12.361 -23.580 3.646
H 11.152 -24.278 4.843
C 13.126 -22.035 13.188
O 12.776 -21.794 11.831
C 11.485 -22.237 11.417
C 11.342 -22.045 9.902
O 11.203 -20.745 9.393
C 12.438 -20.077 9.105
C 12.299 -18.634 9.472
O 13.151 -17.926 8.613
C 13.245 -16.541 9.042
H 14.177 -21.822 13.389
H 13.020 -23.089 13.442
H 12.643 -21.385 13.918
H 10.741 -21.568 11.850
H 11.241 -23.270 11.667
H 10.350 -22.456 9.715
H 12.007 -22.736 9.384
H 12.801 -20.324 8.107
H 13.278 -20.395 9.722
H 12.505 -18.552 10.540
H 11.307 -18.249 9.233
H 12.284 -16.070 9.248
H 13.777 -15.822 8.419
H 13.709 -16.512 10.028
C 10.659 -16.561 4.704
O 9.255 -16.725 4.778
C 8.774 -17.239 3.505
C 7.219 -17.215 3.398
O 6.628 -15.947 3.158
C 6.380 -15.149 4.291
C 5.066 -15.502 4.980
O 3.902 -15.189 4.134
C 2.796 -16.006 4.403
H 10.990 -16.093 5.631
H 10.894 -15.852 3.910
H 11.271 -17.447 4.534
H 9.165 -18.239 3.321
H 9.107 -16.599 2.688
H 6.840 -17.760 4.262
H 6.966 -17.732 2.472
H 6.396 -14.111 3.960
H 7.234 -15.038 4.960
H 4.925 -14.981 5.928
H 5.164 -16.565 5.203
H 2.101 -16.179 3.581
H 2.347 -15.506 5.262
H 2.982 -16.985 4.843
C 20.502 -17.878 2.746
O 19.924 -17.151 3.773
C 18.454 -17.161 3.816
C 17.960 -16.255 4.932
O 16.560 -16.367 5.206
C 16.113 -15.682 6.359
C 16.209 -14.171 6.241
O 17.604 -13.923 6.453
C 17.972 -12.728 5.861
H 20.088 -18.030 1.749
H 20.798 -18.854 3.131
H 21.449 -17.389 2.523
H 18.129 -18.196 3.923
H 17.992 -16.845 2.881
H 18.158 -15.243 4.580
H 18.544 -16.415 5.839
H 16.541 -15.904 7.336
H 15.074 -15.986 6.483
H 15.660 -13.762 7.089
H 15.772 -13.847 5.297
H 17.463 -11.817 6.175
H 17.919 -12.801 4.774
H 19.043 -12.634 6.042
C 18.329 -13.853 -4.863
O 18.800 -14.062 -3.520
C 18.083 -13.452 -2.415
C 17.556 -11.998 -2.627
O 16.817 -11.587 -1.508
C 17.460 -10.892 -0.452
C 16.977 -11.603 0.739
O 17.496 -12.975 0.732
C 16.921 -13.826 1.700
H 17.310 -14.208 -5.016
H 19.016 -14.300 -5.581
H 18.215 -12.781 -5.021
H 18.678 -13.506 -1.504
H 17.175 -14.012 -2.195
H 16.845 -11.914 -3.448
H 18.346 -11.325 -2.960
H 17.107 -9.862 -0.501
H 18.549 -10.907 -0.508
H 15.889 -11.645 0.685
H 17.290 -11.163 1.685
H 15.846 -13.962 1.580
H 17.175 -13.438 2.686
H 17.343 -14.822 1.567
C 10.048 -27.839 2.013
O 10.293 -26.680 1.177
C 9.141 -25.800 1.145
C 9.571 -24.529 0.392
O 8.846 -23.375 0.771
C 9.310 -22.866 2.059
C 8.706 -21.502 2.321
O 8.968 -20.561 1.238
C 7.960 -20.386 0.326
H 10.007 -27.618 3.079
H 10.856 -28.570 2.020
H 9.266 -28.532 1.701
H 8.817 -25.587 2.164
H 8.462 -26.455 0.599
H 9.274 -24.486 -0.656
H 10.635 -24.457 0.620
H 10.390 -22.719 2.038
H 9.190 -23.598 2.858
H 9.087 -21.189 3.293
H 7.626 -21.627 2.406
H 7.224 -19.712 0.764
H 7.289 -21.236 0.204
H 8.237 -20.215 -0.715
C 16.662 -24.071 3.158
C 16.226 -22.999 2.209
C 15.498 -23.593 0.949
O 14.373 -24.304 1.321
C 14.094 -25.241 0.298
N 15.298 -22.169 2.885
H 17.339 -24.788 2.694
H 15.903 -24.806 3.422
H 17.073 -23.624 4.063
H 17.141 -22.438 2.018
H 16.230 -24.141 0.357
H 15.110 -22.760 0.362
H 14.910 -25.931 0.084
H 13.970 -24.837 -0.707
H 13.223 -25.764 0.693
H 14.565 -22.844 3.050
H 14.947 -21.555 2.164
C 14.099 -19.061 4.757
C 14.337 -18.314 3.416
C 13.240 -18.751 2.318
O 13.456 -19.972 1.677
C 12.463 -20.945 2.008
N 14.513 -16.903 3.505
H 14.747 -18.681 5.547
H 14.158 -20.148 4.694
H 13.118 -18.913 5.207
H 15.338 -18.581 3.078
H 13.417 -18.094 1.467
H 12.207 -18.666 2.655
H 12.388 -20.995 3.095
H 12.784 -21.967 1.808
H 11.491 -20.753 1.553
H 14.632 -16.626 2.541
H 15.325 -16.754 4.086
C 10.947 -21.414 -2.481
C 12.172 -20.690 -1.973
C 13.354 -21.669 -1.709
O 13.952 -22.244 -2.905
C 15.287 -22.676 -2.884
N 12.587 -19.680 -2.940
H 11.152 -22.057 -3.336
H 10.075 -20.785 -2.658
H 10.663 -22.082 -1.668
H 11.878 -20.261 -1.015
H 13.182 -22.542 -1.078
H 14.111 -21.108 -1.162
H 15.438 -23.555 -2.257
H 15.982 -21.851 -2.727
H 15.388 -22.987 -3.924
H 12.722 -19.958 -3.902
H 13.542 -19.403 -2.763
C 17.389 -19.743 7.341
C 17.265 -21.002 6.468
C 16.041 -21.925 6.805
O 16.148 -22.394 8.163
C 16.833 -23.673 8.343
N 17.239 -20.614 5.041
H 18.152 -19.071 6.949
H 17.702 -20.132 8.310
H 16.414 -19.302 7.545
H 18.219 -21.514 6.593
H 15.771 -22.776 6.179
H 15.140 -21.316 6.726
H 17.885 -23.720 8.060
H 16.338 -24.558 7.943
H 16.833 -23.788 9.427
H 16.674 -21.320 4.592
H 16.773 -19.748 4.811
C 17.472 -17.583 -4.676
C 16.884 -18.864 -4.061
C 15.932 -18.609 -2.826
O 16.466 -17.961 -1.711
C 16.340 -16.529 -1.664
N 16.311 -19.716 -5.056
H 18.125 -16.964 -4.061
H 16.658 -16.934 -5.001
H 18.046 -17.729 -5.591
H 17.626 -19.521 -3.607
H 15.732 -19.621 -2.471
H 14.975 -18.227 -3.181
H 16.583 -15.973 -2.569
H 17.041 -16.202 -0.895
H 15.354 -16.177 -1.360
H 15.997 -20.593 -4.665
H 17.119 -20.005 -5.590
```

Properties
Frontier orbital gap ... 8.9085 eV
Spin multiplicity ... 1
Energy relative to the best compared isomer or geometry (same formula, charge and spin) ... 0.00 kJ/mol
HOMO level ... -8.354 eV

Atomic partial charges in e from the Mulliken method, atoms 1 to 99: atom 1 (C): -0.499, atom 2 (O): -0.466, atom 3 (C): 0.319, atom 4 (C): -0.633, atom 5 (O): 0.277, atom 6 (C): -0.240, atom 7 (C): -0.137, atom 8 (O): -0.572, atom 9 (C): -0.271, atom 10 (H): 0.318, atom 11 (H): 0.181, atom 12 (H): 0.211, atom 13 (H): -0.066, atom 14 (H): 0.115, atom 15 (H): 0.314, atom 16 (H): 0.189, atom 17 (H): -0.416, atom 18 (H): 0.566, atom 19 (H): -0.063, atom 20 (H): 0.631, atom 21 (H): -0.238, atom 22 (H): 0.317, atom 23 (H): 0.386, atom 24 (C): -0.778, atom 25 (O): -0.221, atom 26 (C): -0.574, atom 27 (C): -0.600, atom 28 (O): 0.153, atom 29 (C): -0.328, atom 30 (C): -0.678, atom 31 (O): -0.384, atom 32 (C): -0.801, atom 33 (H): 0.423, atom 34 (H): 0.210, atom 35 (H): 0.184, atom 36 (H): 0.543, atom 37 (H): 0.127, atom 38 (H): 0.372, atom 39 (H): 0.231, atom 40 (H): 0.053, atom 41 (H): 0.114, atom 42 (H): 0.356, atom 43 (H): 0.458, atom 44 (H): 0.292, atom 45 (H): 0.303, atom 46 (H): 0.311, atom 47 (C): -0.807, atom 48 (O): -0.186, atom 49 (C): -0.936, atom 50 (C): -0.267, atom 51 (O): -0.313, atom 52 (C): -0.894, atom 53 (C): -0.199, atom 54 (O): 1.024, atom 55 (C): -0.961, atom 56 (H): 0.144, atom 57 (H): 0.357, atom 58 (H): 0.347, atom 59 (H): 0.483, atom 60 (H): 0.351, atom 61 (H): 0.236, atom 62 (H): 0.420, atom 63 (H): 0.501, atom 64 (H): 0.161, atom 65 (H): 0.443, atom 66 (H): -0.720, atom 67 (H): 0.333, atom 68 (H): 0.106, atom 69 (H): 0.346, atom 70 (C): -0.857, atom 71 (O): -0.190, atom 72 (C): -0.889, atom 73 (C): -0.041, atom 74 (O): -0.361, atom 75 (C): 0.780, atom 76 (C): -0.972, atom 77 (O): -0.011, atom 78 (C): -0.775, atom 79 (H): 0.255, atom 80 (H): 0.314, atom 81 (H): 0.322, atom 82 (H): 0.347, atom 83 (H): 0.445, atom 84 (H): 0.164, atom 85 (H): 0.285, atom 86 (H): -0.428, atom 87 (H): 0.193, atom 88 (H): 0.350, atom 89 (H): 0.395, atom 90 (H): 0.363, atom 91 (H): 0.054, atom 92 (H): 0.379, atom 93 (C): -0.490, atom 94 (O): -0.576, atom 95 (C): 0.190, atom 96 (C): -0.672, atom 97 (O): -0.445, atom 98 (C): -0.526, atom 99 (C): -0.422

Record 2
C4H7NO | ωB97M-V with the def2-TZVPD basis set

Structure (XYZ):
```
13
C4H7NO | the OMol25 dataset | ωB97M-V with the def2-TZVPD basis set
C 0.692 0.610 -1.933
C 0.808 0.868 -0.460
C -0.707 -0.208 2.224
N -0.976 -0.946 1.226
C -1.196 -1.509 0.155
O 1.676 0.420 0.255
H 0.706 1.557 -2.484
H 1.504 -0.037 -2.271
H -0.276 0.128 -2.117
H 0.007 1.508 -0.031
H 0.307 0.168 2.328
H -1.488 0.030 2.938
H -1.066 -2.598 0.174
```

Properties
Frontier orbital gap ... 9.4867 eV
Spin multiplicity ... 1
Energy relative to the best compared isomer or geometry (same formula, charge and spin) ... 361.33 kJ/mol
HOMO level ... -8.411 eV

Need the natural (NBO) charges? In units of e they are: atom 1 (C): -0.730, atom 2 (C): 0.453, atom 3 (C): -0.238, atom 4 (N): -0.295, atom 5 (C): -0.062, atom 6 (O): -0.547, atom 7 (H): 0.231, atom 8 (H): 0.230, atom 9 (H): 0.252, atom 10 (H): 0.105, atom 11 (H): 0.224, atom 12 (H): 0.199, atom 13 (H): 0.179

Record 3
C3H5CsLiO | ωB97M-V with the def2-TZVPD basis set

Structure (XYZ):
```
11
C3H5CsLiO | the OMol25 dataset | ωB97M-V with the def2-TZVPD basis set
C -0.976 2.615 1.108
O -0.167 1.771 0.550
Cs 2.290 -1.222 0.555
H -0.465 3.578 1.359
Li -2.157 2.172 -0.695
C -3.356 3.045 1.354
C -2.929 1.902 2.028
H -4.265 2.959 0.751
H -3.132 4.093 1.554
H -3.273 0.879 1.867
H -2.479 2.034 3.013
```

Properties
Frontier orbital gap (alpha / beta) ... 4.7052 / 4.8292 eV
Spin multiplicity ... 1
Net charge ... +1
Energy relative to the best compared isomer or geometry (same formula, charge and spin) ... 145.98 kJ/mol
HOMO level (alpha / beta) ... -8.387 / -8.524 eV

Need the natural (NBO) charges? In units of e they are: atom 1 (C): -0.096, atom 2 (O): -0.809, atom 3 (Cs): 0.997, atom 4 (H): 0.120, atom 5 (Li): 0.927, atom 6 (C): -0.543, atom 7 (C): -0.421, atom 8 (H): 0.190, atom 9 (H): 0.218, atom 10 (H): 0.203, atom 11 (H): 0.213

Repeat the third record exactly.
C3H5CsLiO | ωB97M-V with the def2-TZVPD basis set

Structure (XYZ):
```
11
C3H5CsLiO | the OMol25 dataset | ωB97M-V with the def2-TZVPD basis set
C -0.976 2.615 1.108
O -0.167 1.771 0.550
Cs 2.290 -1.222 0.555
H -0.465 3.578 1.359
Li -2.157 2.172 -0.695
C -3.356 3.045 1.354
C -2.929 1.902 2.028
H -4.265 2.959 0.751
H -3.132 4.093 1.554
H -3.273 0.879 1.867
H -2.479 2.034 3.013
```

Properties
Frontier orbital gap (alpha / beta) ... 4.7052 / 4.8292 eV
Spin multiplicity ... 1
Net charge ... +1
Energy relative to the best compared isomer or geometry (same formula, charge and spin) ... 145.98 kJ/mol
HOMO level (alpha / beta) ... -8.387 / -8.524 eV

Need the natural (NBO) charges? In units of e they are: atom 1 (C): -0.096, atom 2 (O): -0.809, atom 3 (Cs): 0.997, atom 4 (H): 0.120, atom 5 (Li): 0.927, atom 6 (C): -0.543, atom 7 (C): -0.421, atom 8 (H): 0.190, atom 9 (H): 0.218, atom 10 (H): 0.203, atom 11 (H): 0.213